# 1
16
Properties=species:S:1:pos:R:3:lowdin_charge:R:1 method="wB97M-V/def2-TZVPD" e_lumo_ev="-0.11 / -0.11" homo_lumo_gap_ev="7.99 / 7.99" multiplicity=1 e_tot_ha=-325.678275 charge=0
C 0.485 -0.186 0.693 -0.161
C -0.606 0.872 0.391 -0.291
C -1.181 0.449 -0.935 -0.170
C -1.156 -0.965 -0.412 0.008
C 1.609 -0.664 -0.186 -0.100
N 0.650 1.674 0.690 -0.082
O 0.600 2.303 1.755 -0.082
H 0.498 -0.553 1.714 0.124
H -1.338 0.985 1.190 0.147
H -0.518 0.620 -1.783 0.112
H -2.167 0.862 -1.149 0.107
H -0.631 -1.738 -0.957 0.071
H -1.985 -1.303 0.200 0.082
H 1.609 -1.752 -0.302 0.075
H 2.565 -0.393 0.269 0.081
H 1.567 -0.212 -1.178 0.080

---

# 2
16
Properties=species:S:1:pos:R:3:lowdin_charge:R:1 method="wB97M-V/def2-TZVPD" e_lumo_ev=5.84 homo_lumo_gap_ev=11.27 multiplicity=1 e_tot_ha=-1281.398406 charge=-2
Li 0.078 -0.071 0.284 0.756
B -2.133 1.218 0.635 -1.240
F -1.780 0.168 -0.255 0.050
F -1.064 1.379 1.522 0.095
F -2.417 2.349 -0.154 0.090
F -3.291 0.882 1.372 0.074
B 1.178 1.042 -1.787 -1.235
F 1.805 1.444 -2.979 0.087
F 2.083 1.198 -0.677 0.048
F 0.074 1.886 -1.486 0.081
F 0.688 -0.252 -1.802 0.115
B 0.943 -2.276 1.049 -1.256
F 0.893 -1.112 1.868 0.051
F 0.964 -3.430 1.853 0.083
F -0.177 -2.247 0.226 0.110
F 2.154 -2.179 0.329 0.090

---

# 3
58
Properties=species:S:1:pos:R:3:lowdin_spin:R:1 method="wB97M-V/def2-TZVPD" e_lumo_ev="0.03 / -2.30" homo_lumo_gap_ev="10.03 / 7.68" multiplicity=6 e_tot_ha=-5053.851240 charge=0
Fe -0.286 0.649 -0.088 4.441
C -4.091 1.203 -1.894 0.002
F -4.055 0.223 -2.771 0.000
F -3.249 2.200 -2.268 0.000
F -5.294 1.774 -1.883 0.001
S -3.666 0.589 -0.185 0.010
O -2.222 0.285 -0.283 0.093
O -3.962 1.649 0.742 0.006
O -4.502 -0.566 -0.082 0.013
C -2.154 -2.684 1.661 0.003
F -2.820 -2.648 0.510 0.001
F -2.555 -1.658 2.411 0.001
F -2.377 -3.847 2.243 0.001
S -0.347 -2.487 1.321 0.010
O -0.049 -3.542 0.375 0.007
O -0.326 -1.149 0.713 0.080
O 0.349 -2.617 2.570 0.007
C 3.554 2.681 -0.061 0.002
F 4.455 3.521 0.412 0.001
F 3.679 2.548 -1.378 0.000
F 3.771 1.495 0.519 0.000
S 1.859 3.294 0.357 0.010
O 1.659 4.428 -0.498 0.010
O 0.939 2.202 0.004 0.082
O 1.905 3.570 1.771 0.005
O -0.459 1.255 -2.062 0.056
H -0.674 0.572 -2.718 0.002
H -0.188 2.056 -2.521 0.004
O -0.909 1.251 1.829 0.055
H -1.501 1.989 2.012 0.002
H -0.508 0.991 2.670 0.003
O -1.570 3.011 -0.175 0.011
H -1.737 3.272 -1.084 0.000
H -2.074 3.639 0.354 0.001
C -1.167 -2.389 -2.575 0.000
O -0.792 -1.320 -2.067 0.005
N -1.578 -2.427 -3.896 0.000
N -0.982 -3.563 -1.939 0.000
H -1.286 -1.659 -4.471 0.000
H -1.604 -3.313 -4.370 0.000
H -0.537 -3.542 -1.024 0.000
H -1.243 -4.434 -2.360 0.000
C 2.447 -0.915 -1.055 0.008
O 1.514 -0.130 -0.967 0.055
N 3.156 -1.291 0.038 0.003
N 2.700 -1.560 -2.247 0.004
H 3.954 -1.885 -0.055 0.000
H 2.800 -0.856 0.889 0.000
H 3.578 -1.944 -2.531 0.000
H 1.970 -1.329 -2.900 0.000
C 2.013 0.358 3.120 0.000
O 1.800 0.194 1.910 0.004
N 2.413 -0.659 3.942 0.000
N 1.705 1.554 3.734 0.001
H 2.724 -0.400 4.859 0.000
H 2.266 -1.605 3.640 0.000
H 1.931 1.621 4.708 0.000
H 1.623 2.342 3.097 0.000